Record 1
A structure of composition C16H14F16N2O5P2S2 at a distorted geometry, computed with wB97M-V/def2-TZVPD.

Results
Highest occupied orbital energy (eV): -8.9
Multiplicity: 1
Lowest unoccupied orbital energy (eV): -0.87
Gap between HOMO and LUMO (eV): 8.075

XYZ file:
```
57
Properties=species:S:1:pos:R:3:forces:R:3:mulliken_charge:R:1
O -2.2134 1.1939 3.9098 0.0 0.4 0.1 -0.63
P -3.1964 0.5113 4.7698 0.5 -0.3 -1.7 0.92
O -3.1189 -1.0845 4.5481 -0.3 0.3 0.7 -0.48
O -2.9289 0.7906 6.3029 -0.3 -0.5 0.2 -0.51
P -5.1612 1.2380 4.1724 -0.5 1.3 0.6 -0.21
C -4.8724 1.4109 2.3683 -0.1 -0.6 1.2 0.05
C -4.8951 0.3274 1.5465 0.0 0.6 -0.4 -0.64
C -4.6370 0.4668 0.1490 -0.2 -0.2 0.5 -0.67
C -4.3470 1.6800 -0.3814 0.6 0.0 -0.7 -0.11
S -3.9902 1.8336 -2.1161 -0.7 0.1 -0.6 -0.16
C -4.3356 2.8248 0.4574 0.0 0.7 0.6 0.71
N -4.0887 4.0947 0.1270 0.2 0.0 -0.7 -0.59
S -4.1798 4.9728 1.4441 -0.2 -0.2 0.6 0.17
N -4.5469 3.8412 2.5535 0.2 0.7 -0.6 -0.63
C -4.5949 2.7154 1.8574 -0.2 -1.5 -0.1 0.74
H -3.1985 -1.1850 3.5901 0.1 -0.3 -0.1 0.36
H -2.1428 1.3556 6.3126 0.1 0.0 0.2 0.34
H -6.0877 0.1787 4.2502 0.5 -0.4 -0.2 0.06
H -5.1067 -0.6450 1.9648 0.0 -0.2 -0.1 0.64
H -4.6438 -0.4231 -0.4599 0.1 0.0 -0.2 0.51
H -2.6522 1.8473 -2.1743 0.0 0.0 0.5 0.11
C 0.2855 -1.5990 -3.0131 0.6 0.1 -0.4 -0.56
C -0.8669 -0.8223 -2.3553 -0.3 -0.5 -0.3 0.99
C -0.7883 -0.5866 -0.8459 0.0 0.3 0.5 0.04
F -0.7617 -1.7439 -0.1565 0.0 -0.1 -0.1 -0.24
F -1.8860 0.0985 -0.4279 0.3 -0.1 -0.2 -0.09
F -2.0433 -1.3989 -2.6800 0.0 0.0 0.1 -0.30
F -0.8629 0.4187 -2.9285 0.2 0.1 0.1 -0.32
O 0.0981 -2.9869 -3.2666 -0.6 0.0 0.4 -0.45
C 0.3479 -3.9282 -2.2993 0.5 0.5 -0.3 0.83
C -0.9213 -4.6739 -1.8745 -0.3 -0.2 0.0 0.13
F -1.8607 -3.8206 -1.4237 0.1 0.1 0.0 -0.19
F -0.6212 -5.5315 -0.8734 0.1 0.0 0.0 -0.26
F 0.9974 -3.3952 -1.2477 -0.1 -0.1 0.1 -0.27
F 1.1780 -4.8438 -2.8463 0.0 -0.2 0.0 -0.31
H 0.3794 -1.1696 -4.0099 -0.1 0.0 0.0 0.53
H 1.2358 -1.4037 -2.5143 -0.5 -0.2 0.0 0.25
H 0.0979 -0.0006 -0.5913 0.0 0.0 -0.1 0.15
H -1.3293 -5.2315 -2.7199 0.1 0.0 0.0 0.24
C 5.1069 0.0141 0.6946 -0.3 -0.3 0.5 -0.71
C 6.4173 0.8007 0.5226 0.0 -0.4 -0.5 0.84
C 6.3252 2.3274 0.4689 0.2 0.3 0.2 0.10
F 5.5722 2.7478 -0.5672 0.0 -0.1 0.0 -0.22
F 7.5672 2.8372 0.3052 0.0 -0.1 0.0 -0.27
F 7.0811 0.3324 -0.5555 0.0 0.1 0.0 -0.27
F 7.1806 0.5103 1.6128 -0.1 0.1 0.2 -0.33
O 4.4992 -0.5341 -0.4684 0.4 0.4 -0.4 -0.34
C 3.6627 0.2089 -1.2546 0.1 -0.1 0.9 0.70
C 4.2221 0.4309 -2.6629 0.1 -0.1 -0.4 0.26
F 5.4194 1.0356 -2.6147 0.0 0.0 0.1 -0.23
F 3.3726 1.2248 -3.3544 -0.1 -0.1 0.1 -0.26
F 3.3178 1.3590 -0.6536 -0.1 0.1 -0.2 -0.30
F 2.5110 -0.5118 -1.3924 0.2 0.2 0.1 -0.44
H 5.3810 -0.8639 1.2765 0.1 0.0 -0.1 0.42
H 4.3862 0.5570 1.3059 0.0 0.2 -0.1 0.33
H 5.9083 2.7225 1.3997 0.0 -0.1 0.0 0.29
H 4.3288 -0.5254 -3.1806 -0.1 0.0 0.1 0.26
```
Positions in Å, forces in eV/Å.

Record 2
A structure of composition C16H14F2N2OPdSTe4, computed with wB97M-V/def2-TZVPD.

Results
Highest occupied orbital energy (alpha / beta) (eV): -6.3 / -7.7
Multiplicity: 5
ΔE to the lowest compared entry with this formula, charge and spin (kcal/mol): 0.0
Lowest unoccupied orbital energy (alpha / beta) (eV): -0.18 / -1.50
Gap between HOMO and LUMO (alpha / beta) (eV): 6.166 / 6.155

XYZ file:
```
41
Properties=species:S:1:pos:R:3:forces:R:3:mulliken_charge:R:1
Pd -2.3845 1.0490 0.3885 0.1 0.1 0.0 0.69
S 2.6364 -1.3013 -0.3464 0.0 0.0 0.0 -0.38
C 1.6797 -2.7392 -0.2070 0.0 0.0 0.0 1.12
C 1.9044 -3.9930 -0.7665 0.0 0.0 0.0 -0.65
C 0.9942 -4.9933 -0.4887 0.0 0.0 0.0 -0.45
C -0.1176 -4.7502 0.3268 0.0 0.0 0.0 -0.67
C -0.3408 -3.5061 0.8775 0.0 0.0 0.0 -0.35
C 0.5716 -2.4874 0.6079 0.0 0.0 0.0 -0.70
N 0.4997 -1.1865 1.0889 0.0 -0.1 0.0 -0.07
C 1.4961 -0.4739 0.6887 0.0 0.0 0.0 0.81
C 1.6775 0.9242 1.0898 0.0 0.0 0.1 0.44
C 2.7675 1.6424 0.5958 0.0 0.0 0.0 -0.65
C 2.9881 2.9538 0.9684 0.0 0.0 0.0 -0.78
C 2.1131 3.5583 1.8570 0.0 0.0 0.0 -0.78
C 1.0233 2.8584 2.3504 0.0 0.0 0.0 -0.23
C 0.7799 1.5423 1.9766 0.0 0.0 -0.1 0.38
H 2.7650 -4.1806 -1.3944 0.0 0.0 0.0 0.40
H 1.1435 -5.9795 -0.9082 0.0 0.0 0.0 0.38
H -0.8173 -5.5521 0.5208 0.0 0.0 0.0 0.39
H -1.2092 -3.2987 1.4853 0.0 0.0 0.0 0.41
H 3.4526 1.1594 -0.0907 0.0 0.0 0.0 0.39
H 3.8375 3.4953 0.5743 0.0 0.0 0.0 0.41
H 2.2710 4.5822 2.1710 0.0 0.0 0.0 0.40
H 0.3503 3.3562 3.0350 0.0 0.0 0.0 0.12
Te -4.3370 2.4523 1.5601 0.0 0.0 0.0 -0.09
Te -2.2462 3.9217 0.8677 0.0 0.0 0.0 -0.13
Te -2.0796 2.5663 4.0833 0.0 0.0 0.0 -0.29
Te -0.9713 0.5316 2.6741 0.0 -0.1 0.0 0.28
F -2.9836 -1.7759 0.9472 0.0 0.0 0.0 -0.29
C -2.8889 -0.9193 -0.1393 0.0 0.0 0.0 -0.14
F -1.9588 -1.5150 -0.9929 0.0 0.0 0.0 -0.29
H -3.8479 -0.9829 -0.6641 0.0 0.0 0.0 0.28
C -0.2485 1.1479 -1.9663 0.0 0.0 0.0 -0.27
C -1.5471 1.5278 -2.6216 0.0 0.0 0.0 0.45
N -1.5093 1.8270 -3.9374 0.0 0.0 0.0 -0.35
O -2.5993 1.5823 -1.9938 0.0 0.0 0.0 -0.62
H 0.5995 1.1497 -2.6501 0.0 0.0 0.0 0.43
H -0.3701 0.1522 -1.5352 0.0 0.0 0.0 -0.06
H -0.0562 1.8553 -1.1555 0.0 0.0 0.0 0.01
H -0.6664 1.7439 -4.4737 0.0 0.0 0.0 0.20
H -2.3712 2.0553 -4.4030 0.0 0.0 0.0 0.26
```
Positions in Å, forces in eV/Å.

Record 3
A cluster of 3 separate species, C16H14F3N2PS in total, computed with wB97M-V/def2-TZVPD.

Results
Highest occupied orbital energy (eV): -9.4
Multiplicity: 1
Lowest unoccupied orbital energy (eV): 0.31
Gap between HOMO and LUMO (eV): 9.703

XYZ file:
```
37
Properties=species:S:1:pos:R:3:forces:R:3:mulliken_charge:R:1
N -2.8387 2.4017 1.6613 0.0 0.0 0.0 -0.37
C -2.2464 1.8316 0.8627 -0.2 0.1 0.2 0.05
C -1.4180 1.1502 -0.1333 0.2 -0.1 0.0 0.54
F -2.2160 0.4774 -1.0213 0.0 0.0 -0.1 -0.29
C -0.4138 0.1790 0.5633 -0.1 0.4 -0.2 0.94
C -0.7570 -1.2022 0.2977 -0.2 -0.2 0.1 -0.06
N -1.0187 -2.2951 0.0681 0.1 0.0 0.0 -0.44
P 1.3689 0.4597 0.1012 0.4 -0.1 0.7 0.30
S 2.5928 0.2830 1.5776 0.0 0.0 -0.1 -0.37
H -0.8838 1.9181 -0.6962 0.0 0.0 0.0 0.11
H -0.4296 0.3534 1.6418 0.0 0.0 0.0 -0.51
H 1.2998 1.7374 -0.4723 -0.1 0.0 -0.2 0.06
H 1.5728 -0.4091 -0.9679 -0.1 0.0 -0.3 0.06
F -0.3715 0.4451 3.8662 0.0 0.0 0.0 -0.33
C -1.3545 -0.3496 4.3580 0.0 0.0 0.0 0.45
C -2.1718 0.1519 5.3492 0.0 0.0 0.0 -0.62
C -3.1828 -0.6621 5.8382 0.0 0.0 0.0 -0.26
C -3.3581 -1.9457 5.3395 0.0 0.0 0.0 -0.55
C -2.5154 -2.4220 4.3456 0.0 0.0 0.0 -0.46
C -1.4984 -1.6218 3.8444 0.0 0.0 0.0 -0.28
H -2.0162 1.1560 5.7184 0.0 0.0 0.0 0.42
H -3.8392 -0.2869 6.6121 0.0 0.0 0.0 0.36
H -4.1491 -2.5737 5.7260 0.0 0.0 0.0 0.38
H -2.6423 -3.4232 3.9560 0.0 0.0 0.0 0.37
H -0.8251 -1.9826 3.0795 0.0 0.0 0.0 0.53
F 1.4285 -0.7769 -3.2196 0.0 0.0 -0.1 -0.32
C 2.1092 -0.1088 -4.1847 0.0 0.0 0.1 0.49
C 3.4829 -0.0370 -4.0899 0.0 0.0 0.0 -0.45
C 4.1696 0.6552 -5.0776 0.0 0.0 0.0 -0.27
C 3.4825 1.2540 -6.1240 0.0 0.0 0.0 -0.60
C 2.0990 1.1616 -6.1874 0.0 0.0 0.0 -0.27
C 1.3944 0.4728 -5.2102 0.0 0.0 0.0 -0.53
H 3.9949 -0.5129 -3.2646 0.0 0.0 0.0 0.43
H 5.2481 0.7228 -5.0268 0.0 0.0 0.0 0.36
H 4.0248 1.7911 -6.8900 0.0 0.0 0.0 0.37
H 1.5607 1.6273 -7.0020 0.0 0.0 0.0 0.36
H 0.3175 0.3805 -5.2387 0.0 0.0 0.0 0.43
```
Positions in Å, forces in eV/Å.

Record 4
A structure of composition C16H14F6N2O2PSn at a distorted geometry, computed with wB97M-V/def2-TZVPD.

Results
Highest occupied orbital energy (alpha / beta) (eV): -7.7 / -7.6
Multiplicity: 2
ΔE to the lowest compared entry with this formula, charge and spin (kcal/mol): 10.0
Lowest unoccupied orbital energy (alpha / beta) (eV): -1.00 / -3.55
Gap between HOMO and LUMO (alpha / beta) (eV): 6.660 / 4.097

XYZ file:
```
42
Properties=species:S:1:pos:R:3:forces:R:3:mulliken_charge:R:1
Sn 0.2941 -0.4480 -1.2093 0.5 1.3 -1.0 1.20
O -1.0909 -1.5025 0.3213 0.2 -1.1 0.8 -0.34
C -1.1535 -2.7248 0.6573 -0.7 1.1 -0.9 0.38
C -2.4112 -3.3870 0.6738 -2.0 0.3 0.2 -0.34
C -2.5458 -4.6807 1.1261 0.9 0.4 -0.7 -0.62
C -1.3984 -5.4177 1.4790 -0.5 1.7 0.1 -0.56
C -0.1703 -4.7720 1.5019 0.1 -0.3 0.1 -0.69
C -0.0219 -3.4719 1.0249 0.8 -1.5 0.7 0.66
C 1.2645 -2.8694 1.0438 2.2 1.6 0.0 -0.23
N 1.5542 -1.7190 0.5157 -1.1 -1.5 1.5 0.17
C 2.8108 -1.1599 0.8659 2.7 -1.4 -0.8 -0.90
C 2.7472 0.2946 1.0264 -0.6 1.3 -0.5 -0.72
N 2.0995 0.8746 -0.1721 -0.2 -0.3 1.4 -0.05
C 2.3506 2.1464 -0.1914 -0.1 -0.5 -1.3 -0.52
C 1.6366 3.1016 -0.9488 0.7 -0.5 -0.2 0.68
C 2.0307 4.4114 -0.7227 -0.7 2.4 0.7 -0.55
C 1.1212 5.4436 -0.9315 0.1 -0.7 -0.6 -0.60
C -0.1003 5.1102 -1.5991 0.3 0.7 0.3 -0.33
C -0.4048 3.8595 -2.0588 0.2 -0.2 0.3 -0.46
C 0.5002 2.7943 -1.7532 -0.4 1.0 0.4 0.49
O 0.2590 1.6255 -2.1708 -0.3 -2.2 0.1 -0.77
H -3.2939 -2.7676 0.3751 0.9 -0.7 0.3 0.45
H -3.4990 -5.1525 1.1448 -0.6 -0.2 0.0 0.43
H -1.5036 -6.4073 1.8255 0.0 -1.0 0.3 0.46
H 0.6337 -5.3329 1.9737 0.3 0.3 -0.5 0.35
H 2.1076 -3.3669 1.5885 -0.9 0.0 -0.2 0.25
H 3.5220 -1.3869 0.0287 -0.4 0.2 0.4 0.24
H 3.2733 -1.6113 1.7513 -0.2 -0.2 0.1 0.43
H 3.7084 0.8042 1.1669 0.2 -0.7 0.0 0.49
H 2.1674 0.5710 1.9056 -0.3 -0.1 0.2 0.29
H 3.1919 2.4532 0.4612 -0.6 0.5 -0.4 0.14
H 3.0163 4.5991 -0.2742 -0.5 0.0 0.0 0.33
H 1.2697 6.4812 -0.6152 0.3 -0.5 -0.2 0.36
H -0.8058 5.9240 -1.7502 0.0 -0.1 0.0 0.35
H -1.3534 3.6122 -2.5538 0.6 0.2 0.2 0.41
F -1.8690 0.9812 0.2344 -0.5 0.2 -1.1 -0.39
P -3.1618 0.6340 -0.7775 -0.5 -0.5 -0.5 1.29
F -4.3965 0.0875 -1.7728 1.8 1.0 0.9 -0.38
F -3.4966 -0.5891 0.2068 -0.3 0.1 -0.1 -0.36
F -2.7285 1.7877 -1.8208 -0.4 -0.9 0.8 -0.26
F -2.0282 -0.4522 -1.6212 -1.3 1.2 0.0 -0.43
F -4.1254 1.6229 0.0449 0.5 -0.4 -0.6 -0.35
```
Positions in Å, forces in eV/Å.